No. 1
14
Properties=species:S:1:pos:R:3:forces:R:3:nbo_charge:R:1 method="wB97M-V/def2-TZVPD" homo_energy_ev="-5.733 / -8.392" orbital_gap_ha="0.247 / 0.239" relative_energy_kj_mol=314.44 spin_multiplicity=3
H -0.449024 -2.903561 1.656642 0.036 -0.338 0.250 -0.03
H 1.767574 1.047707 -1.548393 0.702 -0.419 0.154 0.20
H -0.720951 -3.251950 -0.306778 0.432 0.684 -0.248 -0.03
N -1.334874 0.137732 0.653781 -3.095 -0.440 0.366 -0.26
C 0.358419 1.740308 -0.183508 -1.397 0.183 -0.318 -0.54
N -0.602276 -0.893001 0.658543 0.447 -0.567 0.087 -0.35
C 1.149042 0.645079 -0.742303 0.202 -1.833 -1.795 -0.29
H -1.740660 2.140336 0.526816 0.180 -0.556 0.016 0.19
H 0.970622 2.035901 0.670607 -0.362 0.752 0.452 0.26
H 0.276048 2.578596 -0.916561 0.162 -0.474 0.745 0.23
C 1.002880 -0.680582 -0.578442 2.212 1.442 -0.647 -0.17
H 1.726398 -1.445233 -0.886800 -0.291 0.283 -0.216 0.18
P -1.375950 -2.486104 0.692299 -0.999 0.163 0.815 0.46
C -1.027245 1.334771 0.304097 1.772 1.119 0.339 0.14

***

No. 2
20
Properties=species:S:1:pos:R:3:forces:R:3:nbo_charge:R:1 method="wB97M-V/def2-TZVPD" smiles="COC1=N[C@](Cl)(OC(F)F)[NH+]=C(F)N1" homo_energy_ev=-14.853 total_charge=+1 orbital_gap_ha=0.382
C -0.651338 -0.267553 0.781479 0.219 1.241 0.405 0.78
C -2.764764 -1.226300 0.323463 -0.701 -0.283 -3.433 -0.29
Cl -0.406494 2.662117 -1.167528 -0.091 0.778 -0.674 0.12
H 2.370393 -0.842369 -2.585887 -0.778 0.397 -0.607 0.17
C 1.512700 -0.620851 -1.936697 0.421 -0.653 0.697 0.78
O 1.201167 0.703093 -1.908816 -1.654 1.092 0.884 -0.52
H -3.649403 -1.306923 0.973772 0.528 0.197 -0.362 0.23
H 2.092712 2.020239 0.133412 1.477 1.262 -0.459 0.46
F 2.043485 1.333837 2.423641 0.760 -0.878 0.026 -0.22
H -2.698356 -2.209433 -0.375525 0.375 2.183 2.017 0.23
F 1.956325 -0.964915 -0.709476 0.955 -0.325 1.853 -0.38
H 0.239447 -0.370461 2.744296 0.147 0.256 -0.123 0.48
F 0.485421 -1.482029 -2.085827 -0.246 0.543 -1.087 -0.32
N 1.299220 1.496565 0.348967 -0.454 -1.959 0.830 -0.56
C 0.346709 1.188155 -0.712041 2.418 -0.795 -1.637 0.49
H -2.762908 -0.337421 -0.410860 -0.651 -1.432 1.183 0.23
C 1.297686 0.836901 1.491990 -0.491 3.487 -0.418 0.92
N 0.313497 0.085106 1.835103 -2.124 -2.837 -0.316 -0.59
N -0.576032 0.281478 -0.339716 -1.139 -1.139 -0.368 -0.55
O -1.649466 -0.979236 1.176249 1.031 -1.134 1.591 -0.45

***

No. 3
54
Properties=species:S:1:pos:R:3:forces:R:3:nbo_charge:R:1 method="wB97M-V/def2-TZVPD" smiles="COCC[C@@H]1CCCCN1C(=O)c1cc(COc2cccc(C(C)=O)c2)on1" homo_energy_ev=-9.125 orbital_gap_ha=0.338 relative_energy_kj_mol=375.49
C 1.372205 -4.221062 -2.648306 -0.010 0.037 -0.113 -0.20
H 0.351055 -5.672488 1.136123 0.059 -0.092 -0.036 0.23
C 1.171785 -4.285418 -1.279412 -0.168 0.057 0.264 -0.20
C 1.840025 2.676102 1.709344 -0.135 0.162 -0.518 -0.43
C -0.421334 1.625724 3.701110 -0.270 0.102 -0.053 -0.40
C -0.380489 0.506507 1.477609 -0.284 -0.485 0.217 -0.22
H 0.042991 -4.679637 2.582376 0.000 0.028 -0.001 0.24
C -0.857813 -3.010989 -1.544389 -0.158 -0.006 -0.033 -0.28
C -1.116143 0.601647 2.810574 0.312 -0.052 -0.014 -0.41
H -3.104241 -1.257171 -4.228038 0.021 -0.107 0.194 0.23
O -0.935540 -2.797615 1.225050 -0.037 -0.033 0.004 -0.55
H 1.892743 -4.791118 -0.657671 0.063 -0.076 0.083 0.22
H -0.962022 1.734875 4.642787 0.077 -0.019 0.056 0.21
H 2.234512 3.377414 2.444551 0.054 -0.030 0.093 0.22
H 1.531031 -4.463424 1.653402 0.129 -0.038 -0.015 0.24
N -0.309412 1.802617 0.839417 0.107 0.053 0.049 -0.42
H 0.628197 -3.492266 -4.527127 0.029 -0.006 -0.139 0.23
H 0.149909 3.711942 3.584440 -0.013 0.077 -0.023 0.21
H 0.147895 3.793835 1.060116 0.036 -0.200 0.124 0.25
H 2.239419 -4.691680 -3.086320 0.071 -0.027 -0.046 0.22
C 2.499214 2.984206 0.365088 0.121 -0.162 0.221 -0.06
O 2.449954 4.378101 0.147207 -0.091 -0.050 0.305 -0.55
C 2.210785 4.752208 -1.188288 -0.025 0.007 -0.162 -0.25
H 2.193897 5.840295 -1.199933 0.009 0.003 -0.103 0.19
C -2.627645 -1.665437 -3.329993 -0.465 0.043 0.063 -0.12
C -1.645311 0.995570 -0.996633 -0.557 -0.456 -0.635 0.07
O -0.751226 3.165595 -0.916841 -0.072 0.109 -0.199 -0.62
N -2.862633 0.697475 -0.627736 0.251 0.924 0.971 -0.11
H 0.590312 1.287631 3.934232 0.063 -0.050 0.076 0.19
H 3.548350 2.648430 0.366797 -0.146 0.018 -0.052 0.17
C -1.262500 0.215748 -2.119653 -0.645 -0.338 -0.086 -0.34
C 0.054863 -3.672417 -0.721738 -0.014 0.142 -0.612 -0.15
C 0.320162 2.864469 1.614366 0.181 0.606 0.192 -0.06
C 0.468382 -4.688303 1.582140 -0.186 0.119 0.209 -0.72
H 3.007149 4.395699 -1.853753 -0.001 0.040 0.001 0.16
H 2.098684 1.664389 2.020249 0.058 -0.034 0.085 0.20
H -1.717065 -2.567808 -1.066319 -0.044 0.065 0.033 0.24
H 0.638106 0.139414 1.648331 -0.055 -0.035 -0.030 0.19
O -1.460156 -2.294853 -3.800598 0.195 0.039 -0.039 -0.49
H 1.245604 4.368498 -1.536545 0.072 0.025 0.011 0.20
H -3.315573 -2.388818 -2.869876 0.084 0.073 -0.068 0.20
C -0.210495 -3.638652 0.740400 0.140 -0.159 0.249 0.59
H -1.130970 -0.383267 3.277031 -0.049 -0.048 -0.002 0.22
H -0.333579 0.235400 -2.648060 0.209 -0.046 -0.152 0.25
H -2.146255 0.909468 2.623687 -0.085 -0.032 -0.019 0.21
O -3.311839 -0.274120 -1.455687 -0.002 -0.654 -0.642 -0.27
C -0.863913 2.093023 -0.348374 -0.044 0.033 0.034 0.66
H -1.392443 3.319901 2.819063 -0.027 0.066 0.012 0.21
C -0.370463 2.969061 2.978914 0.122 -0.130 -0.035 -0.40
C -0.649667 -2.938803 -2.912953 0.294 -0.245 0.175 0.37
C 0.477961 -3.554385 -3.461175 -0.182 0.132 0.028 -0.25
C -2.356056 -0.569371 -2.349788 0.851 0.605 0.038 0.29
H -0.881879 -0.207163 0.826200 0.142 0.043 0.049 0.24
H 1.971468 2.451019 -0.435404 0.019 0.006 -0.008 0.17

***

No. 4
35
Properties=species:S:1:pos:R:3:forces:R:3:nbo_charge:R:1 method="wB97M-V/def2-TZVPD" smiles=ClCCl.ClCCl.ClCCl.ClCCl.ClCCl.ClCCl.ClCCl homo_energy_ev=-10.820 orbital_gap_ha=0.406 relative_energy_kj_mol=107.63
H 2.205028 -2.554539 -3.535088 1.015 0.344 0.363 0.23
Cl -1.648182 1.699711 -0.066968 0.189 -0.722 -0.359 -0.04
H -1.217302 -0.623549 0.317332 0.170 0.122 -0.195 0.23
H -2.539892 -0.285579 -2.743848 -0.259 0.326 0.301 0.22
H 1.707468 -1.850929 1.535942 -0.727 -0.397 -0.025 0.23
Cl 3.667698 -2.845199 1.164492 0.214 -0.636 0.113 -0.05
H -3.247272 1.791181 2.223362 -0.399 -0.092 0.377 0.23
H -2.811252 -1.393329 -1.392708 -0.254 -0.353 -0.321 0.21
Cl 5.176648 -0.195929 -2.962948 1.209 0.204 0.432 -0.04
H -0.721342 -0.082049 -1.394248 -0.899 -0.100 0.367 0.24
H 1.508728 -3.165109 0.280312 0.144 0.380 0.092 0.22
Cl -4.497952 3.328331 0.923142 0.001 -0.800 0.768 -0.08
H -4.161982 3.088871 3.203392 0.219 -0.673 -0.018 0.23
C 2.013388 -1.664269 -2.936098 -1.023 -0.708 -0.880 -0.38
C -0.528192 2.463611 3.231672 -0.381 -0.194 -0.060 -0.38
Cl -5.550242 1.170221 2.832032 1.183 0.796 -0.470 -0.04
Cl 1.947058 -0.314159 -4.067458 -0.208 0.088 0.179 -0.01
C -3.291722 -0.881719 -2.226668 0.486 0.800 0.442 -0.42
Cl 3.858248 0.357851 -0.593878 -0.309 0.299 0.968 -0.02
Cl -3.915582 -1.937099 -3.444778 -0.333 -0.795 -0.332 0.01
Cl -0.760952 0.679051 3.010792 0.191 0.889 0.315 -0.05
H 0.462608 2.649511 3.646232 -0.213 -0.178 -0.204 0.23
C -0.777412 0.136871 -0.327938 0.225 1.066 -0.386 -0.40
Cl -4.556572 0.143391 -1.503348 0.208 -0.049 -0.178 -0.02
H -0.728902 2.998631 2.303462 0.442 -0.523 -0.111 0.24
C 1.891708 -2.889999 1.263032 0.246 0.873 -0.755 -0.42
Cl 1.166328 -4.011439 2.371892 0.100 -0.271 0.584 0.00
Cl 0.348168 -2.191099 -2.400618 0.382 0.425 0.271 -0.09
C -4.179242 2.314901 2.436072 -1.306 0.709 -0.827 -0.34
Cl -1.733582 3.140251 4.337222 0.232 -0.032 0.480 -0.03
H 6.151398 -0.055059 -0.673288 -0.003 -0.223 -0.590 0.23
H 2.676348 -1.401649 -2.111718 -0.335 -0.378 -0.074 0.25
H 5.698948 1.537921 -1.374178 0.077 -0.269 -0.222 0.23
C 5.444588 0.480121 -1.307398 -0.433 0.098 -0.597 -0.38
Cl 0.943208 0.362271 -0.017198 0.146 -0.027 0.548 -0.04

***

No. 5
52
Properties=species:S:1:pos:R:3:forces:R:3:nbo_charge:R:1 method="wB97M-V/def2-TZVPD" smiles="Cc1cccc(COc2ccc(/C=N/NC(=O)c3nnn(-c4nonc4N)c3C)cc2)c1" homo_energy_ev=-8.291 orbital_gap_ha=0.315
H 2.418481 -2.641128 0.162835 0.053 -0.087 0.056 0.21
C 4.453388 2.402280 1.329184 0.028 -0.023 -0.030 0.01
C 2.635326 -0.848662 -0.962939 0.256 0.313 -0.257 -0.26
C 6.467834 1.303416 0.600057 0.095 -0.017 -0.008 -0.19
N -4.351763 1.672317 0.359977 0.174 -0.998 0.063 -0.10
N -4.831752 -0.631994 -0.037684 0.876 -1.073 0.826 -0.20
H -6.889251 -0.338936 -1.809376 -0.063 0.147 -0.084 0.44
C 1.899775 -1.844550 -0.351252 -0.520 -0.107 0.044 -0.17
C -3.052142 -0.609933 1.720303 0.097 0.091 0.100 -0.66
H -3.564497 0.221436 2.200511 0.062 -0.027 0.090 0.25
C -3.553032 -3.826622 1.061845 0.081 -0.001 0.030 0.65
C -5.039751 0.715701 -0.196236 -0.603 1.768 -0.528 0.23
N -5.912589 2.616480 -0.924817 -0.715 -0.543 -0.596 -0.17
H 4.431205 0.377920 -2.733238 -0.056 0.090 0.052 0.18
C -6.059582 1.318301 -1.034714 1.006 0.455 0.897 0.29
H 6.470549 0.556380 -1.406688 0.061 -0.086 -0.075 0.21
O -4.875077 2.822493 -0.073950 0.204 0.174 0.170 -0.13
O 2.594054 1.212736 -2.268926 -0.176 0.101 0.001 -0.49
H -1.217699 -0.791195 -1.089462 -0.139 0.044 -0.045 0.23
C 0.583907 0.199143 -1.665451 0.228 0.138 -0.042 -0.26
C 1.983862 0.187287 -1.628092 -0.247 -0.325 0.160 0.31
H -1.688121 -4.617379 1.360794 -0.259 0.252 -0.096 0.38
N -6.991496 0.663394 -1.735641 -0.530 -0.158 -0.391 -0.81
C -3.956794 -1.289375 0.774838 -0.295 -0.539 -0.175 0.22
H 3.597284 4.186638 2.125058 -0.040 0.072 0.055 0.22
C 4.005263 1.280180 -2.272955 0.335 0.065 -0.137 -0.10
C -4.197019 -2.623966 0.487379 -0.046 1.128 0.241 -0.05
H 0.328615 -3.705245 0.720681 -0.079 0.008 0.010 0.16
N -1.513847 -2.832239 0.352435 0.418 0.572 -0.444 -0.24
H 4.126016 3.032748 3.351560 -0.018 0.021 0.084 0.22
O -4.136013 -4.748750 1.582641 -0.093 -0.005 -0.092 -0.56
C -0.243203 -2.878912 0.280288 -0.482 -0.668 0.448 0.06
H 2.901109 2.519628 -0.138889 -0.130 0.009 -0.015 0.22
C 4.617510 1.513245 -0.911998 -0.075 0.021 -0.011 0.04
H 6.187633 2.127291 2.552181 0.027 0.013 0.108 0.21
C 3.661233 3.127205 2.373478 0.001 0.044 -0.013 -0.63
H 7.471346 0.962654 0.808059 0.085 -0.031 0.023 0.21
H 2.646728 2.736411 2.424770 -0.069 0.009 0.059 0.22
C 5.744309 1.959316 1.581355 -0.010 0.003 0.010 -0.23
C -0.140005 -0.792752 -1.052700 0.156 -0.149 0.091 -0.15
H 4.229410 2.132092 -2.925421 -0.020 -0.202 0.059 0.21
N -5.172461 -2.691733 -0.448126 0.026 -0.696 0.067 -0.16
C 0.506277 -1.835926 -0.378244 0.480 0.521 -0.339 -0.14
H -2.190372 -0.207143 1.189321 0.076 0.050 0.027 0.25
H 3.711630 -0.881360 -0.907630 0.077 0.015 0.000 0.22
N -2.186492 -3.808828 0.977611 0.508 -0.915 0.518 -0.43
H -2.702000 -1.314671 2.468935 0.034 -0.026 0.029 0.24
C 3.903810 2.176704 0.073293 0.103 -0.024 -0.055 -0.25
H -7.574429 1.177652 -2.369792 -0.013 -0.036 -0.030 0.41
N -5.541274 -1.520810 -0.762862 -0.696 0.492 -0.708 -0.09
H 0.096014 1.006202 -2.189166 -0.070 0.088 -0.064 0.23
C 5.908097 1.074859 -0.643139 -0.103 0.031 -0.083 -0.25

***

No. 6
17
Properties=species:S:1:pos:R:3:forces:R:3:nbo_charge:R:1 method="wB97M-V/def2-TZVPD" homo_energy_ev=-14.949 total_charge=+1 orbital_gap_ha=0.428 relative_energy_kj_mol=55.92
H 0.946232 -0.157833 1.323222 -0.325 -0.316 0.473 0.41
H -0.927418 -0.784374 -0.698566 0.052 0.265 0.014 0.22
H -0.873337 1.588758 -0.100936 -0.085 -0.008 0.109 0.24
H -1.671471 -1.134055 0.844875 0.074 -0.105 0.185 0.22
H -0.597766 -3.148317 0.188763 0.143 -0.130 0.095 0.25
C -0.092750 1.323809 0.600846 -0.657 -0.467 0.201 0.42
C 0.085246 -2.321816 0.365766 -0.064 0.325 -0.532 -0.62
C -0.712922 -1.031040 0.339142 -0.535 -0.362 -0.325 -0.23
H -0.822929 0.684261 -2.913930 -0.096 -0.020 -0.136 0.49
H 0.857974 -2.334145 -0.404131 -0.120 0.058 -0.106 0.22
O -0.076853 0.880557 -2.341210 -0.022 0.035 0.231 -0.97
H 0.538854 3.235576 0.750026 -0.058 -0.051 -0.033 0.44
H 0.610408 1.191345 -2.936952 0.099 0.018 -0.074 0.49
N 0.018320 0.066793 0.974788 1.133 0.854 -0.855 -0.51
N 0.649117 2.289439 1.079324 0.488 0.136 -0.169 -0.71
H 0.596613 -2.441888 1.298662 0.066 -0.320 0.770 0.21
H 1.472686 2.092936 1.630305 -0.093 0.089 0.153 0.42

***

No. 7
54
Properties=species:S:1:pos:R:3:forces:R:3:nbo_charge:R:1 method="wB97M-V/def2-TZVPD" smiles="C=Cc1c(CCCCO)cc(CCCC)c2c1C(=O)C=C(/C(Br)=C(/C)Br)C2=O" homo_energy_ev=-8.382 orbital_gap_ha=0.280
C 4.352873 0.643811 -1.055834 -0.209 -0.393 -0.173 -0.14
C 0.220521 -1.527624 3.488174 -0.030 0.138 0.239 -0.25
H 0.613783 -0.651541 5.415729 1.124 0.848 -0.662 0.20
C 0.796535 -1.447432 4.701780 -0.204 -0.388 -0.201 -0.32
C 2.451292 1.627161 0.337697 0.039 -0.084 0.217 0.53
H -4.215873 -1.647281 -1.449940 -0.084 0.157 0.093 0.16
H 4.616898 -0.825569 -4.091116 0.193 -0.162 0.055 0.23
H 4.350778 -1.150932 1.028809 0.130 0.096 0.185 0.24
H -2.789503 0.184019 3.401180 -0.014 0.001 0.019 0.23
H -3.733889 -3.669468 -1.739406 -0.055 -0.037 -0.001 0.47
O 2.648417 2.780622 0.036439 -0.065 -0.030 -0.172 -0.51
C -0.685026 1.327980 -2.671318 -0.644 -0.477 -0.168 -0.40
C -4.016671 -2.162621 -0.507203 0.102 -0.264 -0.249 -0.05
C -1.181501 1.056354 1.113426 0.063 0.083 -0.011 -0.23
C -3.479288 -0.797804 1.587545 0.059 -0.197 0.248 -0.39
C -0.207145 2.646345 -0.575912 -0.292 -0.168 -0.533 -0.43
Br 5.713330 1.953389 -1.130394 0.007 0.044 0.157 0.10
H -1.635662 3.182677 -2.098676 -0.180 -0.083 -0.056 0.21
C 1.181082 1.118248 0.939069 0.065 0.026 -0.119 -0.07
H -4.157942 -1.528061 2.037010 -0.074 0.096 0.065 0.21
H 4.869440 0.876860 -3.831304 0.272 0.067 0.050 0.24
C 3.507875 0.577033 0.150620 0.120 0.245 0.048 -0.11
H -0.041265 0.587667 -2.186674 0.158 0.137 0.035 0.20
H -0.231636 -2.474000 3.186969 1.185 -0.368 -0.583 0.21
C 0.131533 -0.426189 2.500494 -0.953 0.537 0.557 -0.06
H -4.960843 -2.227621 0.041725 0.020 0.013 0.064 0.16
O -3.566979 -3.488128 -0.812847 0.062 0.042 0.113 -0.73
C -1.114809 0.066744 2.076380 -0.061 -0.111 -0.080 0.13
H -4.092779 0.082500 1.380457 0.083 0.047 -0.125 0.20
C -2.394966 -0.496706 2.642842 -0.150 -0.164 -0.269 -0.44
C 2.678780 -0.351388 2.246868 -0.135 0.092 0.029 0.54
H -2.629196 1.214318 -3.621258 -0.121 -0.138 -0.079 0.20
H -2.129267 -2.123629 0.487923 -0.085 -0.061 0.207 0.23
H 1.477333 -2.236388 5.011616 -1.103 -0.656 0.689 0.21
C -2.944872 -1.421488 0.301498 -0.238 0.130 -0.505 -0.44
H -2.099245 -0.303929 -2.828672 -0.247 0.067 0.011 0.20
H -0.077005 1.881153 -3.388872 0.090 0.101 0.127 0.20
Br 2.784959 -1.445050 -2.107340 0.033 0.096 0.038 0.06
C 5.000065 -0.105720 -3.373802 -0.574 0.087 0.006 -0.67
H 0.722796 2.740743 -1.130686 0.084 0.188 0.166 0.23
C -0.054552 1.605527 0.508959 0.165 0.052 0.232 0.03
H -2.122082 1.774919 -1.135575 -0.180 0.094 -0.137 0.19
C 1.283830 0.113885 1.920175 -0.042 0.123 0.120 -0.12
C 4.187236 -0.150439 -2.111296 0.127 0.042 -0.076 -0.05
H -2.156329 1.408154 0.801325 -0.044 0.018 0.085 0.21
H -1.400168 0.171966 -4.368984 -0.113 -0.030 -0.048 0.21
C -1.281279 2.266231 -1.624478 0.733 0.071 0.354 -0.39
H -2.527553 -0.661751 -0.362434 0.176 0.075 0.176 0.20
H -0.415275 3.630296 -0.152649 0.001 -0.059 0.178 0.23
O 3.067763 -0.672210 3.344924 0.075 -0.070 -0.080 -0.49
C 3.614167 -0.359011 1.086165 -0.079 -0.186 -0.234 -0.20
H -2.194569 -1.436326 3.158340 0.185 0.074 0.073 0.22
H 6.050286 -0.284761 -3.154290 0.058 0.038 -0.120 0.24
C -1.784377 0.554465 -3.423164 0.564 0.200 0.044 -0.60

***

no.,DFT total energy (eV)
1,-16522.798
2,-34514.488
3,-35415.263
4,-182799.255
5,-40161.457
6,-8311.213
7,-170497.466